Formula: C34H50F22NO16PS2
Source: OMol25
Level of theory: the ωB97M-V functional and the def2-TZVPD basis

```
! wB97M-V def2-TZVPD RIJCOSX def2/J DEFGRID3
* xyz 0 1
C -3.4645 -0.8180 -0.6678
C -3.4892 0.1201 -2.0213
C -3.6884 -0.7130 -3.4235
C -2.2527 -1.1883 -4.1216
C -1.1229 -1.6539 -2.9918
C 0.0761 -2.5786 -3.6418
N 0.8651 -3.3624 -2.6161
P -0.0711 -4.6883 -1.8793
S -1.2550 -5.6403 -3.0937
S 1.6050 -2.3293 -1.4078
O 3.0205 -2.9611 -1.1169
O 0.7757 -2.1492 -0.1139
F 1.9280 -0.7323 -2.0151
H -2.3590 -0.7666 -0.2453
H -3.6747 -1.9611 -0.8994
H -4.1803 -0.4363 0.1865
H -2.4929 0.7542 -2.1215
H -4.3998 0.8869 -1.9455
H -4.1675 0.0553 -4.1972
H -4.4533 -1.6070 -3.3560
H -2.4424 -2.1414 -4.8075
H -1.7875 -0.3389 -4.8074
H -0.7369 -0.7159 -2.3988
H -1.7243 -2.3421 -2.2269
H -0.4084 -3.2582 -4.4940
H 0.7920 -1.8260 -4.2275
H 0.8108 -5.6672 -1.2887
H -0.9078 -4.1936 -0.7814
C 0.7471 3.9491 -8.1914
C 0.5736 2.8669 -9.2414
O 0.3913 1.5860 -8.6199
C -0.8767 1.3051 -8.1795
O -1.8255 2.0771 -8.2862
C -0.9400 -0.1039 -7.5893
F 0.1053 -0.3753 -6.7571
F -0.9156 -1.0652 -8.5556
F -2.0708 -0.3254 -6.8612
H 1.5631 3.6949 -7.5074
H 0.9651 4.9128 -8.6613
H -0.1559 4.0579 -7.5831
H 1.4816 2.7983 -9.8498
H -0.2545 3.0929 -9.9227
C -4.7998 -0.3475 5.5678
C -6.2515 -0.0191 5.2706
O -6.4897 -0.0228 3.8551
C -6.6927 -1.2518 3.2816
O -6.6746 -2.3097 3.9045
C -6.9848 -1.1054 1.7880
F -6.1367 -0.2373 1.1667
F -8.2441 -0.6375 1.5561
F -6.8856 -2.2829 1.1085
H -4.1327 0.3326 5.0285
H -4.5967 -0.2678 6.6399
H -4.5498 -1.3621 5.2434
H -6.4790 0.9906 5.6282
H -6.9351 -0.7046 5.7843
C 3.9952 -2.1715 1.0362
C 2.9956 -1.7477 2.0967
O 3.4560 -2.1249 3.4030
C 4.3694 -1.2842 3.9858
O 4.7974 -0.2635 3.4544
C 4.7321 -1.7750 5.3876
F 4.9721 -3.1164 5.4319
F 3.7355 -1.5376 6.2870
F 5.8481 -1.1742 5.8894
H 4.2074 -3.2427 1.1128
H 3.6112 -1.9566 0.0345
H 4.9484 -1.6487 1.1601
H 2.0456 -2.2669 1.9327
H 2.7875 -0.6726 2.0504
C -6.3826 4.6750 -3.1539
C -5.9152 4.5872 -4.5952
O -4.6255 5.1994 -4.7452
C -3.5479 4.4285 -4.3915
O -3.6376 3.2813 -3.9631
C -2.2422 5.1808 -4.6495
F -2.2812 6.4717 -4.2125
F -1.9382 5.2384 -5.9771
F -1.1677 4.6067 -4.0380
H -6.3682 5.7131 -2.8067
H -7.3979 4.2807 -3.0516
H -5.7234 4.1081 -2.4895
H -6.6065 5.1415 -5.2386
H -5.9010 3.5518 -4.9539
C -11.4671 2.6400 -0.8889
C -12.3543 3.0429 -2.0525
O -12.3002 4.4622 -2.2601
C -11.2243 4.9262 -2.9727
O -10.3362 4.2055 -3.4191
C -11.3195 6.4402 -3.1632
F -11.6647 7.0958 -2.0187
F -12.2560 6.7812 -4.0934
F -10.1482 6.9986 -3.5805
H -11.7307 3.2057 0.0105
H -11.5671 1.5712 -0.6778
H -10.4151 2.8530 -1.1018
H -13.3957 2.7952 -1.8216
H -12.0902 2.5029 -2.9689
C 7.1307 -5.3624 6.6083
C 7.5544 -4.6216 5.3532
O 8.9793 -4.4501 5.3257
C 9.7072 -5.5265 4.8872
O 9.2096 -6.5923 4.5353
C 11.1984 -5.1902 4.8592
F 11.6160 -4.5470 5.9865
F 11.5198 -4.3743 3.8154
F 11.9903 -6.2930 4.7375
H 7.5093 -4.8552 7.5014
H 6.0402 -5.4250 6.6712
H 7.5364 -6.3785 6.6234
H 7.1139 -3.6191 5.3535
H 7.2035 -5.1275 4.4465
C 12.6643 -1.7258 6.6474
C 12.2592 -0.5845 5.7326
O 11.6258 0.4626 6.4829
C 12.4655 1.3329 7.1296
O 13.6903 1.2534 7.0988
C 11.6637 2.4223 7.8424
F 10.5956 1.9273 8.5302
F 11.1608 3.3414 6.9701
F 12.4048 3.1225 8.7471
H 11.8037 -2.0831 7.2219
H 13.0751 -2.5585 6.0687
H 13.4185 -1.4032 7.3715
H 11.5240 -0.9425 5.0042
H 13.1133 -0.1978 5.1651
*
```

The value obtained for the HOMO energy is -9.578 eV. Its SMILES is CCCCCCN([PH2]=S)S(=O)(=O)F.CCOC(=O)C(F)(F)F.CCOC(=O)C(F)(F)F.CCOC(=O)C(F)(F)F.CCOC(=O)C(F)(F)F.CCOC(=O)C(F)(F)F.CCOC(=O)C(F)(F)F.CCOC(=O)C(F)(F)F. For the LUMO energy, the calculation gives -0.066 Eh. The value obtained for the total energy is -5918.7803 Ha.

Results of the Löwdin charge analysis, in e, for atoms 1 through 8: atom 1 (C): -0.1361, atom 2 (C): -0.2502, atom 3 (C): -0.2031, atom 4 (C): -0.1871, atom 5 (C): -0.2040, atom 6 (C): -0.2878, atom 7 (N): -0.4183, atom 8 (P): 0.3247



Formula: C3H4O
Source: OMol25
Level of theory: the ωB97M-V functional and the def2-TZVPD basis

```
! wB97M-V def2-TZVPD RIJCOSX def2/J DEFGRID3
* xyz 0 1
C 2.9861 -0.2048 -0.0156
C 1.8179 -0.0167 -0.0931
C -1.7516 0.1890 -0.0016
O -0.7373 0.8707 0.4992
H 4.0547 -0.6521 -0.1313
H -1.4789 -0.8333 0.0197
H -2.1825 0.5554 -1.0624
H -2.7086 0.0918 0.7851
*
```

The value obtained for the HOMO energy (spin up / spin down) is -10.692 / -10.313 eV. The calculation puts the energy relative to the best compared isomer or geometry (same formula, charge and spin) at 732.1 kJ/mol. For the LUMO energy (spin up / spin down), the calculation gives -0.091 / -0.061 Eh. The value obtained for the total energy is -191.6311 Ha.

The molecule's Löwdin atomic charges, reported in e, are given here: atom 1 (C): -0.1026, atom 2 (C): 0.0541, atom 3 (C): -0.2771, atom 4 (O): -0.0711, atom 5 (H): 0.0646, atom 6 (H): 0.0624, atom 7 (H): 0.1157, atom 8 (H): 0.1539



Formula: C7H10BrCsF2NO3S
Source: OMol25
Level of theory: the ωB97M-V functional and the def2-TZVPD basis

```
! wB97M-V def2-TZVPD RIJCOSX def2/J DEFGRID3
* xyz 1 1
C -1.8647 1.7893 -0.1767
C -1.0135 1.1234 -1.2594
F -1.0821 1.9857 -2.3614
C 0.4872 1.0161 -0.9658
C 1.0216 -0.0916 -0.0405
Br 2.8480 -0.5041 -0.8042
C 1.3616 0.4614 1.4002
O 1.8105 1.5035 1.6805
N 0.9582 -0.5332 2.3420
C -0.2839 -1.0646 1.6810
C 0.3484 -1.4097 0.2968
S -0.7025 -2.3019 -0.8692
O -0.5181 -3.6657 -0.6111
O -0.4015 -1.8971 -2.1812
F -2.1538 -1.8496 -0.4654
H -1.3719 2.6964 0.1868
H -2.7748 2.1170 -0.6913
H -2.1885 1.1217 0.6248
H -1.4997 0.2124 -1.6087
H 0.9846 0.9520 -1.9356
H 0.8010 1.9885 -0.5629
H 0.6143 0.0225 3.1269
H -0.8581 -0.1456 1.5108
H -0.8239 -1.8600 2.1854
H 1.0388 -2.2063 0.5927
Cs 5.2628 0.5395 -1.0947
*
```

The value obtained for the HOMO energy is -13.754 eV. For the LUMO energy, the calculation gives -0.142 Eh. The value obtained for the total energy is -3745.0074 Ha.

Results of the Löwdin charge analysis, in e, for atoms 1 through 8: atom 1 (C): -0.0113, atom 2 (C): -0.3605, atom 3 (F): -0.0153, atom 4 (C): -0.1374, atom 5 (C): -0.5399, atom 6 (Br): 0.5073, atom 7 (C): -0.5157, atom 8 (O): 0.1604



Formula: C6H13NO3
Source: OMol25
Level of theory: the ωB97M-V functional and the def2-TZVPD basis

```
! wB97M-V def2-TZVPD RIJCOSX def2/J DEFGRID3
* xyz 0 1
C 1.0409 -2.3327 0.9772
C 0.3681 -0.9724 1.1261
C -0.6073 -0.7392 -0.0216
N -1.4626 0.4493 0.1445
C -1.9211 0.9585 1.5169
O -2.2880 2.1652 1.5231
C -0.9099 0.5693 2.6089
O -1.5200 0.7491 3.8626
C -0.3488 -0.8339 2.4717
H 0.3017 -3.1437 1.0605
H 1.5388 -2.4242 0.0016
H 1.7959 -2.4770 1.7620
H 1.1479 -0.1944 1.0655
H -0.0739 -0.6552 -0.9772
H -1.2943 -1.5946 -0.1056
H -1.1073 1.2403 -0.3907
H -0.0741 1.2869 2.4980
H -1.9876 1.5930 3.8298
H -1.1494 -1.5867 2.5674
H 0.3573 -1.0182 3.2939
H -2.6601 -0.0092 -0.0617
O -3.3737 -0.0579 1.3468
H -3.1694 -0.8456 1.8618
*
```

The value obtained for the HOMO energy is -9.111 eV. The calculation puts the energy relative to the best compared isomer or geometry (same formula, charge and spin) at 313.4 kJ/mol. For the LUMO energy, the calculation gives 0.017 Eh. The value obtained for the total energy is -516.8197 Ha.

Results of the Löwdin charge analysis, in e, for atoms 1 through 8: atom 1 (C): -0.0707, atom 2 (C): -0.3734, atom 3 (C): -0.1523, atom 4 (N): 0.0415, atom 5 (C): -0.5163, atom 6 (O): -0.0249, atom 7 (C): -0.3312, atom 8 (O): 0.0003



Formula: C5H6Cl2O
Source: OMol25
Level of theory: the ωB97M-V functional and the def2-TZVPD basis

```
! wB97M-V def2-TZVPD RIJCOSX def2/J DEFGRID3
* xyz 0 1
O -2.8824 0.4953 -0.4126
C -1.9111 -0.5168 -0.3188
C -1.4302 -0.6793 1.1415
C -0.1426 -0.4073 1.2912
C 0.5341 -0.0438 0.0386
Cl 1.1975 1.6412 0.0976
Cl 1.8719 -1.1300 -0.2807
C -0.6295 -0.1808 -1.0667
H -2.5323 1.2563 0.0528
H -2.3133 -1.4215 -0.8021
H -2.1259 -0.7638 1.9925
H 0.4727 -0.4907 2.1942
H -0.7711 0.6953 -1.6990
H -0.3756 -0.9607 -1.8398
*
```

The value obtained for the HOMO energy is -10.172 eV. The calculation puts the energy relative to the best compared isomer or geometry (same formula, charge and spin) at 19.4 kJ/mol. Its SMILES is O[C@@H]1C=CC(Cl)(Cl)C1. For the LUMO energy, the calculation gives 0.028 Eh. The value obtained for the total energy is -1189.7198 Ha.

Results of the Löwdin charge analysis, in e, for atoms 1 through 8: atom 1 (O): -0.0195, atom 2 (C): -0.3775, atom 3 (C): -0.0033, atom 4 (C): -0.1954, atom 5 (C): -1.1773, atom 6 (Cl): 0.5804, atom 7 (Cl): 0.6365, atom 8 (C): -0.1601



Formula: C6H10NO
Source: OMol25
Level of theory: the ωB97M-V functional and the def2-TZVPD basis

```
! wB97M-V def2-TZVPD RIJCOSX def2/J DEFGRID3
* xyz -1 1
C 0.0044 -2.5480 0.6370
C -0.1175 -1.4479 1.3873
C -0.7586 -0.2171 0.9715
N -1.6470 -0.2653 -0.2424
O -2.8144 0.3922 -0.1677
C -0.4328 0.5436 -0.2886
C 0.7058 0.0726 -1.1695
C -0.5573 2.0585 -0.2573
H -0.4397 -2.5926 -0.3415
H 0.4961 -3.4406 0.9968
H 0.2482 -1.4526 2.4132
H -1.0809 0.4273 1.7942
H 0.6344 0.5451 -2.1500
H 0.6779 -1.0038 -1.2976
H 1.6683 0.3429 -0.7233
H -0.9459 2.3994 0.6993
H -1.2713 2.3606 -1.0248
H 0.4057 2.5377 -0.4457
*
```

The value obtained for the HOMO energy (spin up / spin down) is -1.736 / -1.735 eV. The calculation puts the energy relative to the best compared isomer or geometry (same formula, charge and spin) at 127.3 kJ/mol. Its SMILES is C=C[C@@H]1N([O-])C1(C)C. For the LUMO energy (spin up / spin down), the calculation gives 0.151 / 0.151 Eh. The value obtained for the total energy is -364.5063 Ha.

Results of the Löwdin charge analysis, in e, for atoms 1 through 8: atom 1 (C): -0.0406, atom 2 (C): -0.1726, atom 3 (C): -0.2622, atom 4 (N): -0.1874, atom 5 (O): -0.3623, atom 6 (C): -0.5019, atom 7 (C): -0.0549, atom 8 (C): -0.0597